(1)
The following is a quantum chemistry calculation of C4H8N2O2 in the gas phase, from the Open Molecules 2025 dataset.

```
16
Properties=species:S:1:pos:R:3:forces:R:3:mulliken_charge:R:1
C 0.847 0.590 -1.028 -0.15 0.29 0.19 -0.93
C -2.347 -0.677 0.541 -0.15 0.06 0.08 -0.88
N -1.091 -0.509 -0.148 -0.13 -0.42 -0.03 -0.22
C -0.523 0.692 -0.346 0.39 -0.13 -0.39 0.84
C 1.802 0.047 -0.003 -0.02 0.03 -0.24 0.61
O 2.286 0.926 0.902 0.13 0.09 0.19 -0.54
N 2.060 -1.181 0.008 0.15 -0.50 -0.15 -0.65
O -1.008 1.751 -0.010 -0.12 0.41 0.13 -0.65
H 1.892 1.802 0.795 -0.04 -0.11 -0.08 0.38
H -0.553 -1.334 -0.369 0.07 0.14 0.00 0.27
H 2.689 -1.472 0.751 0.00 0.21 0.16 0.26
H 1.150 1.583 -1.364 -0.11 -0.05 0.01 0.32
H 0.797 -0.093 -1.874 0.09 0.02 0.07 0.27
H -3.045 -1.245 -0.076 -0.02 0.03 0.05 0.28
H -2.204 -1.196 1.491 -0.05 0.03 -0.01 0.30
H -2.754 0.315 0.730 -0.03 -0.10 0.01 0.33
```
Positions in Å, forces in eV/Å.

Kohn-Sham gap = 10.596 eV
E = -417.2290 Eh
SMILES = [H]/N=C(\O)CC(=O)NC
Relative energy (zero: lowest compared OMol25 entry of this formula, charge and spin) = 70.7 kJ/mol

(2)
The following is a quantum chemistry calculation of C4H8N2O2 in the gas phase in a non-equilibrium geometry, from the Open Molecules 2025 dataset.

```
16
Properties=species:S:1:pos:R:3:forces:R:3:mulliken_charge:R:1
C -1.805 0.713 0.120 -0.30 -2.27 -0.09 0.53
C -0.698 1.647 0.449 1.46 -1.62 -1.01 -0.61
C 0.592 0.764 0.202 -1.78 -0.50 2.17 -0.59
C 0.694 -1.692 -0.097 -0.89 -0.75 2.20 -0.97
N -1.281 -0.493 0.512 -2.54 -0.40 -1.02 0.18
N 0.131 -0.590 0.614 -1.14 0.68 0.75 -0.20
O -2.947 0.745 -0.358 1.07 0.92 0.55 -0.72
O -2.067 -1.606 0.060 0.86 0.64 0.38 -0.48
H -0.702 2.505 -0.133 -0.05 1.82 -0.74 0.37
H -0.688 1.784 1.485 -0.34 0.91 1.60 0.27
H 0.896 0.709 -0.798 0.67 0.41 -1.67 0.40
H 1.370 1.004 0.928 0.18 0.39 -0.60 0.32
H 0.470 -2.600 0.497 0.44 0.30 -0.44 0.28
H 0.321 -1.838 -1.061 -0.40 -0.02 -1.91 0.33
H 1.701 -1.419 -0.032 1.88 -0.44 -0.42 0.48
H -2.884 -1.134 -0.272 0.87 -0.06 0.27 0.39
```
Positions in Å, forces in eV/Å.

Kohn-Sham gap = 8.962 eV
E = -417.0878 Eh
SMILES = CN1CCC(=O)N1O
Relative energy (zero: lowest compared OMol25 entry of this formula, charge and spin) = 441.4 kJ/mol

(3)
The following is a quantum chemistry calculation of C4H8N2O2 in the gas phase in a non-equilibrium geometry, from the Open Molecules 2025 dataset.

```
16
Properties=species:S:1:pos:R:3:forces:R:3:mulliken_charge:R:1
C -2.439 -1.289 -0.197 -0.40 -0.54 -0.79 -0.75
C -1.411 0.802 0.238 0.99 0.96 -1.17 -0.13
C -0.388 1.651 0.032 -0.17 -1.52 -0.04 -0.19
C 1.505 0.334 -0.028 -4.21 0.52 2.63 0.10
H -3.289 -0.960 -0.873 1.06 -0.33 0.58 0.26
H -2.775 -1.337 0.812 -0.66 -0.01 0.91 0.36
H -2.065 -2.294 -0.440 -0.50 0.27 -0.28 0.24
H -2.307 1.339 0.587 -0.19 -1.36 -0.11 0.31
H -0.624 2.654 0.305 0.45 0.78 0.07 0.34
H 0.976 -0.284 0.771 0.94 0.37 -0.99 0.22
H 3.078 0.483 -1.066 0.66 0.40 -0.19 0.32
H 3.999 -1.009 0.772 -1.05 -0.04 -1.14 0.35
N 0.875 1.348 -0.521 0.86 -0.48 0.29 -0.69
N 2.813 0.142 -0.156 1.42 1.37 -1.70 -0.06
O -1.299 -0.484 -0.255 -0.22 1.09 0.41 -0.29
O 3.350 -1.097 0.019 1.03 -1.48 1.52 -0.40
```
Positions in Å, forces in eV/Å.

Kohn-Sham gap = 8.694 eV
E = -417.0694 Eh
SMILES = CO/C=C\N=C\NO
Relative energy (zero: lowest compared OMol25 entry of this formula, charge and spin) = 489.9 kJ/mol

(4)
The following is a quantum chemistry calculation of C4H8N2O2 in the gas phase in a non-equilibrium geometry, from the Open Molecules 2025 dataset.

```
16
Properties=species:S:1:pos:R:3:forces:R:3:mulliken_charge:R:1
C -2.268 -0.567 -0.166 -0.22 -0.66 -0.17 -0.98
C -0.091 0.188 -0.130 0.06 -0.06 1.65 0.49
C 1.428 -0.029 -0.211 -1.26 -0.17 1.32 0.70
C 1.999 -1.295 0.352 0.52 -0.44 -1.11 -1.05
H -2.774 -1.525 -0.375 0.01 0.53 0.35 0.29
H -2.575 0.124 -0.992 0.48 -0.37 0.39 0.30
H -2.633 -0.113 0.767 0.00 -0.22 -0.06 0.36
H -1.508 1.660 -0.290 0.83 0.31 0.25 0.21
H 1.063 2.360 -0.147 -0.56 0.12 0.04 0.38
H 1.354 -2.139 0.140 -0.13 -0.10 -0.09 0.35
H 2.996 -1.448 -0.098 -0.45 0.07 0.23 0.31
H 2.117 -1.263 1.424 -0.10 0.38 0.41 0.28
N -0.832 -0.859 -0.090 -0.30 0.88 -1.39 -0.43
N -0.594 1.466 0.138 -0.55 -1.49 -0.84 -0.13
O 0.213 2.572 0.304 0.83 0.38 -0.33 -0.44
O 2.105 0.868 -0.627 0.83 0.83 -0.65 -0.63
```
Positions in Å, forces in eV/Å.

Kohn-Sham gap = 9.231 eV
E = -417.1215 Eh
SMILES = C/N=C(\NO)C(C)=O
Relative energy (zero: lowest compared OMol25 entry of this formula, charge and spin) = 352.9 kJ/mol

(5)
The following is a quantum chemistry calculation of 2 unconnected molecules or ions with the total composition C4H8N2O2 in a non-equilibrium geometry, from the Open Molecules 2025 dataset.

```
16
Properties=species:S:1:pos:R:3:forces:R:3:mulliken_charge:R:1
N 1.829 1.669 -0.232 -0.85 0.55 1.02 -0.48
C 1.351 0.407 0.322 0.02 0.13 2.04 0.55
O 1.508 -0.641 -0.369 -0.34 1.14 -0.17 -0.69
O 0.809 0.498 1.471 0.32 -0.05 -1.71 -0.70
H 1.908 2.456 0.461 -0.40 -1.51 -0.73 0.25
H 2.719 1.533 -0.636 0.97 -0.20 -0.83 0.23
C -1.654 -0.262 0.436 0.20 0.11 0.95 0.06
C -1.995 -1.213 1.335 0.79 0.95 -1.06 -0.66
C -0.733 -0.049 -1.917 0.78 0.07 1.13 -0.18
N -1.359 -0.594 -0.940 -0.41 -0.85 0.63 -0.04
H -1.554 0.808 0.706 -0.15 -0.93 -0.36 0.35
H -1.829 -2.283 1.233 -0.33 0.17 -0.53 0.26
H -2.284 -0.907 2.326 0.10 0.24 0.06 0.24
H -0.878 -0.508 -2.878 0.33 -0.21 -0.17 0.27
H 0.002 0.746 -1.764 -0.61 0.37 0.06 0.30
H -1.715 -1.522 -1.126 -0.42 0.02 -0.35 0.23
```
Positions in Å, forces in eV/Å.

Kohn-Sham gap = 6.594 eV
E = -417.1143 Eh
Relative energy (zero: lowest compared OMol25 entry of this formula, charge and spin) = 372.0 kJ/mol

(6)
The following is a quantum chemistry calculation of C4H8N2O2 in the gas phase in a non-equilibrium geometry, from the Open Molecules 2025 dataset.

```
16
Properties=species:S:1:pos:R:3:forces:R:3:mulliken_charge:R:1
C -1.232 -1.149 0.995 -0.38 0.12 -0.68 -0.06
N -0.804 -0.886 -0.278 -0.55 -0.16 0.50 -0.19
C 1.618 -0.786 0.043 0.73 -0.35 -1.24 -1.38
C 0.390 -0.138 -0.605 -0.11 0.28 0.77 0.50
C 0.286 1.360 -0.340 1.85 1.36 0.10 0.24
N -0.874 1.979 -0.076 -1.84 -0.67 0.18 -0.32
O 1.323 2.001 -0.463 -0.30 -0.20 -0.09 -0.64
O -0.705 -0.791 2.017 -0.02 -0.09 0.07 -0.50
H -2.200 -1.708 0.914 0.39 0.06 0.51 0.32
H -1.457 -1.232 -0.953 0.22 0.09 -0.64 0.22
H 2.533 -0.383 -0.394 -0.18 0.29 0.09 0.37
H 1.594 -1.816 -0.328 0.02 -0.10 0.42 0.37
H 1.736 -0.766 1.118 -0.56 0.15 0.15 0.36
H 0.573 -0.117 -1.681 -0.32 -0.50 -0.05 0.32
H -1.711 1.471 0.125 -0.02 -0.58 -0.03 0.16
H -1.070 2.962 -0.094 1.04 0.29 -0.06 0.24
```
Positions in Å, forces in eV/Å.

Kohn-Sham gap = 10.090 eV
E = -417.2301 Eh
SMILES = C[C@@H](NC=O)C(N)=O
Relative energy (zero: lowest compared OMol25 entry of this formula, charge and spin) = 67.8 kJ/mol

Calculated E_LUMO, 0.74 0.87 0.84 0.33 -1.38 0.54 eV (same order as the records).